A 2-piece molecular cluster, C4H15N3O overall at a distorted geometry, computed with wB97M-V/def2-TZVPD.

XYZ file:
```
23
Properties=species:S:1:pos:R:3:nbo_charge:R:1
N 0.62063 -1.46707 0.88990 -0.831
C -0.78050 -1.07360 0.60473 -0.246
C -1.83304 -1.91969 1.30408 -0.233
N -3.21231 -1.66088 0.79841 -0.818
H 0.74889 -1.42183 1.89790 0.360
H 0.72708 -2.45515 0.66176 0.367
H 1.22640 -0.56906 -0.40411 0.489
H -0.88859 0.02465 0.83060 0.188
H -0.84657 -1.16081 -0.51253 0.217
H -1.59859 -3.00948 1.14434 0.185
H -1.62834 -1.83765 2.45350 0.151
H -3.81716 -2.25283 1.39391 0.357
H -3.49367 -0.69028 1.02012 0.353
C 2.08533 0.97355 -1.33683 -0.064
O 1.56397 -0.36303 -1.31560 -0.769
C 0.91218 1.97868 -1.16106 -0.236
N 1.40333 3.33462 -1.43662 -0.839
H 2.79463 1.16519 -0.50954 0.144
H 2.57834 1.17815 -2.30958 0.186
H 0.11664 1.69863 -1.86733 0.192
H 0.48195 1.92058 -0.14823 0.148
H 0.68220 4.05253 -1.23544 0.354
H 2.15720 3.55478 -0.76237 0.344
```

Output
Relative energy (zero: lowest compared OMol25 entry of this formula, charge and spin): 1.2907 eV
Highest occupied orbital energy: -9.15 eV
Kohn-Sham gap: 9.952 eV
SMILES: NCCN.NCCO
Largest force on an atom: 0.0348 hartree/bohr

***

A 2-piece molecular cluster, C4H15N3O overall at a distorted geometry, computed with wB97M-V/def2-TZVPD.

XYZ file:
```
23
Properties=species:S:1:pos:R:3:nbo_charge:R:1
C 0.91087 -1.22330 0.77933 -0.195
C 0.34813 0.14482 1.27187 -0.540
C -0.48655 0.83257 0.28671 0.334
C -1.77070 1.33235 0.45929 0.062
N -2.57297 2.15193 -0.24062 -0.476
N 0.26495 1.03015 -1.06656 -0.758
N -0.11727 -2.35402 1.00801 -0.762
H 1.06226 -1.00005 -0.26299 0.230
H 1.66942 -1.39657 1.51795 0.290
H -0.33965 0.00828 2.12048 0.273
H 1.21622 0.67213 1.71986 0.347
H -2.21300 0.97908 1.41601 0.282
H -3.57828 2.25754 0.24469 0.509
H -2.40592 2.62318 -1.03399 0.435
H -0.13426 1.81628 -1.65001 0.476
H 0.12492 0.19070 -1.62213 0.475
H 1.31014 1.20248 -0.99976 0.521
H -1.01716 -2.40565 0.28457 0.480
H 0.48610 -3.32153 0.92488 0.517
H -0.61151 -2.40113 1.94249 0.479
H 2.57042 -1.15274 -2.17172 0.518
H 2.98042 0.15590 -2.74483 0.522
O 2.30342 -0.14240 -2.18351 -1.020
```

Output
Relative energy (zero: lowest compared OMol25 entry of this formula, charge and spin): 2.8010 eV
Highest occupied orbital energy (spin up / spin down): -22.62 / -22.63 eV
Kohn-Sham gap (spin up / spin down): 11.012 / 7.002 eV
Net charge: +3
Expectation value of S²: 0.772
Spin multiplicity: 2
Largest force on an atom: 0.1525 hartree/bohr

***

A 3-piece molecular cluster, C4H15NO2 overall at a distorted geometry, computed with wB97M-V/def2-TZVPD.

XYZ file:
```
22
Properties=species:S:1:pos:R:3:nbo_charge:R:1
C -2.01579 0.06208 0.11213 -0.634
C -1.01191 0.88814 0.89571 -0.203
N 0.38161 0.54499 0.57758 -0.662
C 1.29904 0.20161 1.65173 -0.207
C 1.64112 -1.27795 1.74306 -0.623
H -2.09925 -0.91966 0.59289 0.194
H -1.76329 -0.03015 -0.94088 0.222
H -3.01373 0.49725 0.18103 0.217
H -1.21254 1.87848 0.46840 0.154
H -1.05271 0.88032 1.97918 0.195
H 0.48738 -0.06392 -0.22140 0.357
H 2.24699 0.69189 1.40843 0.181
H 0.93698 0.61551 2.59142 0.190
H 1.85716 -1.62391 0.73709 0.195
H 2.49498 -1.37496 2.40514 0.211
H 0.91985 -1.90734 2.27208 0.204
H 0.27958 1.07284 -2.04906 0.474
H -0.57887 2.16827 -1.40181 0.466
O -0.31740 1.79358 -2.24597 -0.937
H -0.61463 -1.95225 -1.51517 0.473
H 0.81600 -2.33761 -1.87447 0.470
O 0.06311 -1.82597 -2.18642 -0.939
```

Output
Relative energy (zero: lowest compared OMol25 entry of this formula, charge and spin): 1.4057 eV
Highest occupied orbital energy: -8.52 eV
Kohn-Sham gap: 9.168 eV
SMILES: CCNCC.O.O
Largest force on an atom: 0.0400 hartree/bohr

***

A 3-piece molecular cluster, C4H15NO2 overall at a distorted geometry, computed with wB97M-V/def2-TZVPD.

XYZ file:
```
22
Properties=species:S:1:pos:R:3:nbo_charge:R:1
C 0.10515 -1.39647 1.29869 -0.611
C -0.25095 0.06387 1.56430 -0.412
C -1.48688 0.56091 0.75076 -0.214
N -1.01879 0.61801 -0.65318 -0.690
C 0.20568 1.35330 -1.02439 -0.426
H -0.60249 -2.27078 1.51284 0.202
H 1.04891 -1.59566 1.81168 0.223
H 0.30406 -1.56468 0.31679 0.197
H 0.64091 0.64801 1.23340 0.211
H -0.36126 0.22504 2.60848 0.205
H -1.88767 1.55034 0.95989 0.175
H -2.22924 -0.23067 0.87850 0.199
H -1.86002 0.78649 -1.24501 0.372
H -0.05013 2.15620 -1.74126 0.205
H 1.03324 0.77218 -1.44790 0.186
H 0.51729 1.98237 -0.08807 0.190
H 3.11145 0.79937 0.35968 0.467
H 2.84816 -0.50953 -0.36044 0.470
O 3.01981 -0.15225 0.54384 -0.932
H -0.47623 -0.93942 -1.88175 0.494
H -1.81371 -1.41765 -2.65628 0.463
O -0.79732 -1.43896 -2.74058 -0.976
```

Output
Relative energy (zero: lowest compared OMol25 entry of this formula, charge and spin): 2.0699 eV
Highest occupied orbital energy: -8.95 eV
Kohn-Sham gap: 9.611 eV
SMILES: CCCNC.O.O
Largest force on an atom: 0.0631 hartree/bohr

***

A 3-piece molecular cluster, C4H15NO2 overall at a distorted geometry, computed with wB97M-V/def2-TZVPD.

XYZ file:
```
22
Properties=species:S:1:pos:R:3:nbo_charge:R:1
C -0.76260 -1.44144 -0.84010 -0.628
C 0.13329 -0.31927 -1.34098 -0.219
N 0.77841 0.38687 -0.20775 -0.464
C 1.74890 1.39327 -0.72735 -0.418
C -0.12730 1.07344 0.74457 -0.433
H -1.05269 -2.18689 -1.57663 0.222
H -0.36464 -2.00344 0.00437 0.208
H -1.65817 -0.94521 -0.46381 0.213
H -0.47315 0.32734 -1.99151 0.170
H 1.01786 -0.72897 -1.84360 0.198
H 1.27932 2.34453 -0.92828 0.177
H 2.14220 0.94196 -1.65107 0.201
H 2.57614 1.46021 0.00290 0.215
H -0.76122 1.71571 0.07401 0.155
H -0.75328 0.36841 1.27755 0.209
H 0.45237 1.65742 1.47346 0.218
H -4.29499 0.73079 1.05794 0.468
H -2.95916 0.82988 0.47065 0.462
O -3.66460 0.18028 0.57720 -0.929
H 2.24389 -2.14556 1.11427 0.456
H 1.64071 -0.77829 1.04870 0.487
O 2.38899 -1.26783 1.46649 -0.968
```

Output
Relative energy (zero: lowest compared OMol25 entry of this formula, charge and spin): 1.3688 eV
Highest occupied orbital energy: -9.04 eV
Kohn-Sham gap: 9.698 eV
SMILES: CCN(C)C.O.O
Largest force on an atom: 0.0400 hartree/bohr

***

A 3-piece molecular cluster, C4H15NO2S overall at a distorted geometry, computed with wB97M-V/def2-TZVPD.

XYZ file:
```
23
Properties=species:S:1:pos:R:3:nbo_charge:R:1
C 1.07038 0.80642 -0.67861 -0.211
N 0.15392 0.01451 0.16280 -0.656
C 0.27171 -1.43163 -0.14247 -0.239
C -0.45679 -2.12630 0.97182 -0.470
S -0.34810 -4.02377 0.81486 -0.073
C 0.98765 2.24521 -0.64478 -0.623
H 0.85368 0.57573 -1.85828 0.123
H 2.08263 0.42312 -0.65480 0.206
H -0.80038 0.24537 -0.08368 0.383
H -0.15545 -1.69876 -1.11438 0.192
H 1.38908 -1.71404 -0.17162 0.189
H -1.55656 -1.83482 0.81386 0.207
H -0.20871 -1.88872 1.98419 0.246
H 0.67405 -3.95780 0.03722 0.102
H -0.08882 2.63294 -0.57240 0.196
H 1.35878 2.71573 -1.60306 0.224
H 1.49170 2.69587 0.22052 0.215
H -1.48123 1.52594 -2.27712 0.483
H -2.41878 1.87042 -1.08930 0.471
O -2.11517 1.23300 -1.63515 -0.944
H -0.88653 0.94538 2.63015 0.452
H 0.30998 0.40083 2.03346 0.481
O -0.12705 0.34537 2.85676 -0.953
```

Output
Relative energy (zero: lowest compared OMol25 entry of this formula, charge and spin): 1.5636 eV
Highest occupied orbital energy: -8.93 eV
Kohn-Sham gap: 9.349 eV
SMILES: CCNCCS.O.O
Largest force on an atom: 0.1022 hartree/bohr

***

A 3-piece molecular cluster, C4H15NO2S overall at a distorted geometry, computed with wB97M-V/def2-TZVPD.

XYZ file:
```
23
Properties=species:S:1:pos:R:3:nbo_charge:R:1
C -1.74196 1.70203 -0.60938 -0.622
C -1.37980 0.31858 -0.13054 -0.046
C -2.08384 -0.02800 1.18835 -0.413
C -1.59996 -1.39055 1.74074 -0.538
S -0.56119 -1.34602 3.19183 -0.031
N 0.08274 0.20255 0.08066 -0.849
H -1.09561 2.05077 -1.40947 0.211
H -1.54264 2.46150 0.15724 0.205
H -2.80873 1.77813 -0.80216 0.222
H -1.62324 -0.36945 -0.94262 0.176
H -1.77999 0.78824 1.84594 0.212
H -3.16010 -0.06030 1.10021 0.210
H -2.45231 -2.06407 1.86419 0.229
H -1.08903 -1.87572 0.90328 0.200
H 0.32474 -0.43401 2.77696 0.137
H 0.49062 -0.55356 -0.45498 0.363
H 0.55152 1.03612 -0.24399 0.335
H 4.34660 -0.91598 -1.77384 0.455
H 4.71890 -2.30426 -2.24105 0.469
O 4.68811 -1.75642 -1.44519 -0.923
H 2.85285 0.23665 -1.84744 0.454
H 2.07303 1.32621 -1.15832 0.462
O 2.78929 1.19758 -1.79041 -0.917
```

Output
Relative energy (zero: lowest compared OMol25 entry of this formula, charge and spin): 0.8195 eV
Highest occupied orbital energy: -8.78 eV
Kohn-Sham gap: 9.159 eV
SMILES: C[C@@H](N)CCS.O.O
Largest force on an atom: 0.0317 hartree/bohr

***

A 3-piece molecular cluster, C4H15NO3 overall at a distorted geometry, computed with wB97M-V/def2-TZVPD.

XYZ file:
```
23
Properties=species:S:1:pos:R:3:nbo_charge:R:1
C 0.50512 1.57656 -1.54944 -0.632
C -0.10898 0.35429 -0.88369 -0.067
C -1.61109 0.44659 -0.72891 -0.628
N 0.54403 0.14772 0.44055 -0.668
C 0.24249 1.18633 1.41650 0.089
O 1.15793 0.94375 2.49825 -0.742
H 0.16709 1.68270 -2.58457 0.216
H 0.09564 2.48417 -1.15894 0.199
H 1.58237 1.66358 -1.43904 0.217
H 0.16266 -0.57481 -1.38007 0.211
H -2.12693 0.39407 -1.69385 0.219
H -2.02895 -0.41318 -0.20759 0.216
H -1.87270 1.43626 -0.35763 0.207
H 1.55535 0.11265 0.41774 0.380
H 0.48630 2.19666 1.09428 0.152
H -0.73507 1.07640 1.86296 0.159
H 0.75062 0.51007 3.24841 0.477
H 0.49253 -2.79860 -1.81639 0.462
H 1.59615 -2.99342 -0.92652 0.471
O 1.45337 -2.66695 -1.83070 -0.928
H -0.36478 -1.65078 1.52939 0.489
H -1.44013 -2.59698 2.10465 0.462
O -0.50302 -2.51710 1.94461 -0.964
```

Output
Relative energy (zero: lowest compared OMol25 entry of this formula, charge and spin): 0.9446 eV
Highest occupied orbital energy: -9.29 eV
Kohn-Sham gap: 9.942 eV
SMILES: CC(C)NCO.O.O
Largest force on an atom: 0.0454 hartree/bohr

***

A 3-piece molecular cluster, C4H15NO3 overall at a distorted geometry, computed with wB97M-V/def2-TZVPD.

XYZ file:
```
23
Properties=species:S:1:pos:R:3:nbo_charge:R:1
C 0.19867 1.44828 -0.65033 -0.440
C -0.95653 0.55757 -0.07300 0.141
C -2.35019 1.07248 -0.53468 -0.645
O -0.79644 0.28162 1.29976 -0.732
C 1.52864 0.69453 -0.60162 -0.227
N 2.59159 1.26400 0.24413 -0.855
H -0.19235 1.67422 -1.62942 0.217
H 0.29331 2.34516 -0.03797 0.193
H -0.81156 -0.41346 -0.55405 0.141
H -2.82483 1.90595 -0.02582 0.218
H -2.99404 0.19393 -0.34004 0.221
H -2.14217 1.15625 -1.59325 0.213
H -0.66533 1.10013 1.77786 0.469
H 1.39219 -0.33452 -0.20646 0.166
H 1.88803 0.39983 -1.59020 0.192
H 2.30813 2.10221 0.72602 0.361
H 3.45136 1.31312 -0.26721 0.370
H -1.16522 -2.03606 -1.07994 0.461
H -1.07032 -3.48600 -1.49801 0.472
O -1.41898 -2.63600 -1.79025 -0.933
H 1.89411 -2.04155 1.46669 0.467
H 0.68788 -1.15472 1.93617 0.490
O 1.13673 -2.00752 2.07936 -0.960
```

Output
Relative energy (zero: lowest compared OMol25 entry of this formula, charge and spin): 1.2199 eV
Highest occupied orbital energy: -9.26 eV
Kohn-Sham gap: 9.969 eV
SMILES: C[C@H](O)CCN.O.O
Largest force on an atom: 0.0498 hartree/bohr

***

A 4-piece molecular cluster, C4H15NO3 overall at a distorted geometry, computed with wB97M-V/def2-TZVPD.

XYZ file:
```
23
Properties=species:S:1:pos:R:3:nbo_charge:R:1
C -2.42177 0.40573 -0.69156 -0.619
C -2.05567 1.64764 0.14188 -0.401
C -0.69349 2.23818 -0.15291 -0.252
C 0.71734 1.94854 -1.95792 -0.057
N -0.41177 2.34755 -1.58344 -0.381
H -3.06425 -0.22971 -0.10392 0.220
H -2.81947 0.70799 -1.66227 0.215
H -1.53152 -0.13132 -1.03580 0.205
H -2.12400 1.41816 1.20996 0.190
H -2.88530 2.34655 0.02547 0.206
H 0.12978 1.78503 0.40454 0.169
H -0.73049 3.28065 0.16361 0.206
H 1.54667 1.51554 -1.37365 0.136
H 1.13465 2.15258 -2.95060 0.162
H 5.92156 -1.37516 -4.38700 0.464
H 4.84632 -2.38158 -4.55759 0.465
O 5.53032 -2.13077 -3.92824 -0.929
H -1.72061 -0.91322 2.15050 0.476
H -1.19549 -2.42664 2.36919 0.484
O -1.87586 -1.85024 2.01706 -0.959
H 1.46066 -4.20454 5.60102 0.487
H 1.02220 -2.63998 5.32004 0.483
O 1.22019 -3.51098 4.98163 -0.970
```

Output
Relative energy (zero: lowest compared OMol25 entry of this formula, charge and spin): 1.8432 eV
Highest occupied orbital energy: -9.76 eV
Kohn-Sham gap: 10.417 eV
SMILES: C=NCCC.O.O.O
Largest force on an atom: 0.0328 hartree/bohr

***

A 4-piece molecular cluster, C4H15NO3 overall, computed with wB97M-V/def2-TZVPD.

XYZ file:
```
23
Properties=species:S:1:pos:R:3:nbo_charge:R:1
C 2.64311 1.07475 0.49724 -0.643
N 0.18134 0.91803 -1.18579 -0.834
C 0.90693 -0.18201 -0.79265 0.209
C 2.00662 -0.16932 -0.02432 -0.364
C 0.32498 -1.46444 -1.29591 -0.656
H 3.06300 0.88221 1.48092 0.214
H 2.00314 1.94201 0.58274 0.198
H 3.50850 1.38203 -0.07089 0.215
H 0.47252 1.82552 -0.87991 0.379
H -0.80891 0.76798 -1.28921 0.407
H 2.49171 -1.14108 0.02885 0.205
H -0.57624 -1.72046 -0.72048 0.213
H 0.10472 -1.39474 -2.35615 0.221
H 0.97164 -2.29220 -1.05741 0.224
H -0.37514 0.36279 2.46770 0.479
H 0.21483 -0.80222 1.65218 0.504
O -0.55646 -0.53825 2.18462 -0.964
H -2.90097 0.21751 -0.56249 0.504
H -2.33487 -0.28055 -1.89670 0.459
O -2.78731 0.46887 -1.49570 -0.963
H -3.32684 0.64286 1.77787 0.471
H -2.20689 -0.38815 1.70348 0.502
O -3.01941 -0.11111 1.25200 -0.980
```

Output
Relative energy (zero: lowest compared OMol25 entry of this formula, charge and spin): 0.2143 eV
Highest occupied orbital energy: -8.07 eV
Kohn-Sham gap: 8.592 eV
SMILES: C/C=C(/C)N.O.O.O
Largest force on an atom: 0.0194 hartree/bohr

***

A 3-piece molecular cluster, C4H15NO3 overall at a distorted geometry, computed with wB97M-V/def2-TZVPD.

XYZ file:
```
23
Properties=species:S:1:pos:R:3:nbo_charge:R:1
C -0.62622 0.85921 1.74406 -0.626
C 0.23669 0.06579 0.73434 -0.055
C 0.10225 -1.46709 0.91615 0.094
C 0.51599 -2.21599 -0.34674 -0.636
O -1.20292 -1.85561 1.33667 -0.720
N 1.63676 0.37674 0.72961 -0.854
H -1.65827 0.64427 1.54816 0.213
H -0.27540 1.87576 1.67307 0.221
H -0.44948 0.45431 2.74950 0.199
H -0.18794 0.33072 -0.23737 0.169
H 0.73005 -1.67334 1.78892 0.175
H 0.89811 -1.50607 -1.07686 0.199
H -0.33281 -2.73642 -0.76470 0.209
H 1.30425 -2.96379 -0.23394 0.223
H -1.83441 -1.72410 0.61644 0.458
H 2.03543 0.55074 1.64404 0.358
H 1.87773 1.18270 0.17405 0.370
H 0.06073 4.30327 -0.79817 0.471
H -0.90693 3.21492 -1.17288 0.470
O -0.17236 3.39288 -0.56815 -0.939
H -0.06049 0.80514 -3.65292 0.472
H 0.02115 -0.70077 -3.19521 0.477
O -0.45505 -0.06656 -3.73682 -0.948
```

Output
Relative energy (zero: lowest compared OMol25 entry of this formula, charge and spin): 0.7321 eV
Highest occupied orbital energy: -9.02 eV
Kohn-Sham gap: 9.332 eV
SMILES: C[C@H](O)[C@@H](C)N.O.O
Largest force on an atom: 0.0397 hartree/bohr